C4H6CuO3 | ωB97M-V/def2-TZVPD

Computed properties:
energy above the lowest of the compared OMol25 structures with the same formula, charge and spin	711.9	kJ/mol
2S+1	1
energy	-55012.884	eV
Kohn-Sham gap (alpha / beta)	6.0 / 6.5	eV
total charge	+1
HOMO level (alpha / beta)	-12.185 / -12.686	eV

Each line ends with the natural charge from an NBO analysis.
Atoms and positions in Å:
H -0.395 -0.648 -1.283  0.04
O 1.347 -0.238 -0.597  -0.54
Cu -0.513 4.088 -0.300  0.98
O -0.181 1.894 -0.511  -0.79
C -0.194 0.684 -0.359  0.92
O -0.810 0.081 0.615  -0.51
C -1.175 0.837 1.776  -0.27
C 0.959 -1.269 -1.287  0.43
C 1.446 -2.485 -1.446  -0.44
H -1.449 0.098 2.533  0.23
H -0.343 1.454 2.135  0.19
H -2.032 1.473 1.525  0.19
H 2.509 -2.632 -1.633  0.27
H 0.830 -3.339 -1.167  0.27